# 1
28
Properties=species:S:1:pos:R:3 method="wB97M-V/def2-TZVPD" lumo_ev="-2.565 / -3.876" spin_multiplicity=5 e_tot_ev=-41386.104 homo_ha="-0.389 / -0.467" total_charge=+1 homo_lumo_gap_ev="8.021 / 8.824"
C 2.4141 0.3382 0.0195
O 1.4886 -0.2740 -0.8706
H 2.0885 1.3760 0.1650
H 2.3928 -0.1961 0.9777
H 3.4236 0.3086 -0.4153
C -2.0549 1.2357 -1.7595
O -0.8879 0.5193 -1.7791
C 0.2439 1.1406 -2.4140
C 1.4152 0.1874 -2.3001
O -0.4082 -2.6219 0.2675
C -1.0580 -2.5911 1.5006
C -0.7184 -1.3185 2.2706
O -0.8405 -0.2131 1.3624
C -0.6416 1.0704 1.9348
H -2.9759 0.6538 -1.8126
H -1.9558 2.2082 -1.2818
H 0.4487 2.0887 -1.8955
H -0.0004 1.3392 -3.4654
H 1.3123 -0.5854 -3.0711
H 2.4006 0.5952 -2.5629
H -0.7743 -3.4486 2.1395
H -2.1597 -2.6456 1.3865
H 0.3259 -1.3488 2.6268
H -1.3874 -1.1573 3.1293
H -0.5358 1.7984 1.1235
H -1.5019 1.3362 2.5641
H 0.2604 1.0801 2.5635
V -0.3140 -0.8754 -0.4034

# 2
13
Properties=species:S:1:pos:R:3 method="wB97M-V/def2-TZVPD" lumo_ev=-4.725 e_tot_ev=-9714.479 smiles="CC#[N+]CNN=O" de_lowest_kcal_mol=98.0 homo_ha=-0.552 total_charge=+1 homo_lumo_gap_ev=10.293
C 0.5109 -0.3491 0.1125
C -0.6987 1.6283 0.0051
C 1.3600 -1.4939 -0.0396
N 0.5408 0.8322 0.1360
N -1.8387 0.7001 -0.0563
N -1.5421 -0.5320 -0.0154
O -2.3305 -1.4259 -0.0315
H -0.6548 2.3721 0.9084
H -0.7854 2.2103 -0.8363
H 1.9686 -1.9325 0.8203
H 2.3069 -1.1987 -0.5991
H 0.7996 -2.4217 -0.3474
H -2.6779 1.0743 -0.4161

# 3
8
Properties=species:S:1:pos:R:3 method="wB97M-V/def2-TZVPD" lumo_ev=0.698 e_tot_ev=-6695.929 de_lowest_kcal_mol=13.0 homo_ha=-0.428 total_charge=0 homo_lumo_gap_ev=12.342
C 1.2945 0.9193 -0.0288
C 4.6508 -0.1177 0.6037
C 0.1512 0.5364 -0.7180
N 2.1834 1.3208 0.5784
O 4.4197 -1.0827 0.0662
H 0.0334 1.1609 -1.5206
H -0.9118 0.7185 -0.2422
H 0.3232 -0.4725 -0.9526

# 4
16
Properties=species:S:1:pos:R:3 method="wB97M-V/def2-TZVPD" lumo_ev=3.622 e_tot_ev=-16635.952 smiles=CCNCC[S-] de_lowest_kcal_mol=3.7 homo_ha=-0.084 total_charge=-1 homo_lumo_gap_ev=5.896
C -0.9033 0.3237 0.4469
N -0.0975 0.2711 -0.7843
C 0.9072 -0.7918 -0.7972
C 1.9095 -0.8450 0.3674
S 3.1192 -2.2075 0.0655
C -2.1387 1.2155 0.1825
H -1.1880 -0.6954 0.6906
H -0.3153 0.7520 1.2630
H 0.3474 1.1703 -0.8616
H 1.4792 -0.7562 -1.7237
H 0.3834 -1.7532 -0.8055
H 1.3644 -1.0010 1.2980
H 2.4565 0.1035 0.3713
H -1.9576 1.8645 -0.6717
H -2.9639 0.5650 -0.1137
H -2.4026 1.7844 1.0726

# 5
104
Properties=species:S:1:pos:R:3 method="wB97M-V/def2-TZVPD" lumo_ev=-2.818 e_tot_ev=-112782.904 homo_ha=-0.415 total_charge=+1 homo_lumo_gap_ev=8.473
C 4.2905 -1.5814 3.5639
C 3.6257 -2.8635 3.0458
O 2.9602 -3.5354 4.1024
C 2.4118 -4.7895 3.6833
C 1.2361 -4.6668 2.7220
O 0.1072 -4.0065 3.2884
C 0.2193 -2.6346 3.1955
N -1.1486 -2.0105 3.1612
N -2.0538 -2.7275 2.3384
B -0.9640 -0.5477 2.6480
N -0.9528 -0.2952 1.2567
O -0.7783 0.4635 3.5527
H 3.5236 -0.7989 3.6493
H 5.0347 -1.2608 2.8275
H 4.7270 -1.7223 4.5573
H 4.3470 -3.5220 2.5323
H 2.9214 -2.5396 2.2579
H 2.1585 -5.3418 4.5951
H 3.2330 -5.3378 3.1864
H 1.5682 -4.2245 1.7704
H 0.9206 -5.6892 2.4690
H 0.7284 -2.2328 4.0875
H 0.7521 -2.3114 2.2884
H -1.4670 -1.9606 4.1379
H -2.1768 -3.6768 2.6956
H -2.9623 -2.2711 2.3220
H -0.1802 -0.8289 0.8499
H -0.6638 0.6757 1.1171
H -1.0630 0.1594 4.4293
C -1.9936 2.3632 -2.8780
C -1.0373 3.4086 -2.2899
C 0.0876 2.6505 -1.5755
S 0.2401 1.0782 -2.4173
O -0.1291 0.0257 -1.4931
O 1.4858 1.0408 -3.1485
C -1.1074 1.3302 -3.5630
H -2.6986 2.8064 -3.5765
H -2.5647 1.8918 -2.0731
H -0.6192 4.0144 -3.0971
H -1.5486 4.0851 -1.6054
H 1.0327 3.1812 -1.6369
H -0.1601 2.4543 -0.5389
H -1.6124 0.3854 -3.7532
H -0.6856 1.7228 -4.4882
C 2.8016 4.4285 3.1134
C 3.8550 4.4814 1.9995
C 3.2047 3.9268 0.7260
S 1.4477 4.2647 0.8755
O 0.7443 3.0011 0.9763
O 1.0688 5.2704 -0.0818
C 1.5233 4.9963 2.5047
H 3.1108 4.9951 3.9905
H 2.6406 3.3918 3.4201
H 4.1601 5.5168 1.8360
H 4.7479 3.9156 2.2611
H 3.5853 4.4120 -0.1702
H 3.3335 2.8483 0.6464
H 0.6265 4.7404 3.0649
H 1.5922 6.0767 2.3784
C -3.3507 -7.3680 5.6759
C -4.4744 -7.1998 4.6458
C -3.9316 -6.3196 3.5137
S -2.1543 -6.5938 3.4738
O -1.4756 -5.3564 3.8334
O -1.8036 -7.3128 2.2782
C -2.0983 -7.7052 4.8729
H -3.5804 -8.1468 6.4012
H -3.2047 -6.4319 6.2206
H -4.7534 -8.1776 4.2489
H -5.3668 -6.7611 5.0898
H -4.3550 -6.5898 2.5488
H -4.1046 -5.2619 3.7115
H -1.1745 -7.5511 5.4268
H -2.1396 -8.7237 4.4872
C 6.4133 -0.4243 -5.1453
C 4.8965 -0.4875 -4.9237
C 4.4775 0.8179 -4.2372
S 5.6679 2.0587 -4.7510
O 6.4204 2.4828 -3.5946
O 5.0278 3.0057 -5.6270
C 6.6914 0.9590 -5.7238
H 6.7588 -1.2129 -5.8131
H 6.9310 -0.5399 -4.1899
H 4.3916 -0.5745 -5.8882
H 4.6114 -1.3531 -4.3266
H 3.4819 1.1316 -4.5368
H 4.5277 0.7354 -3.1533
H 7.7336 1.2600 -5.6434
H 6.3594 1.0282 -6.7596
C -7.5009 4.8637 -4.8582
C -6.5477 5.9126 -4.2724
C -5.4192 5.1591 -3.5577
S -5.2633 3.5781 -4.3967
O -5.6285 2.5303 -3.4762
O -4.0216 3.5478 -5.1306
C -6.6119 3.8303 -5.5429
H -8.2089 5.3063 -5.5574
H -8.0704 4.3920 -4.0540
H -6.1318 6.5174 -5.0809
H -7.0611 6.5886 -3.5899
H -4.4727 5.6915 -3.6208
H -5.6656 4.9611 -2.5157
H -7.1149 2.8843 -5.7310
H -6.1910 4.2234 -6.4683

# 6
15
Properties=species:S:1:pos:R:3 method="wB97M-V/def2-TZVPD" lumo_ev="0.009 / 0.869" e_tot_ev=-8289.210 de_lowest_kcal_mol=133.4 homo_ha="-0.261 / -0.254" total_charge=0 homo_lumo_gap_ev="7.099 / 7.782"
C 0.4555 1.7609 -0.2417
C -0.8215 1.2125 -0.5434
C 1.4613 0.8397 -0.0529
C -1.2232 0.0256 -0.1839
C -2.1941 -1.1301 -0.0718
N 1.2216 -0.4616 -0.0573
N 1.8907 -1.1996 0.9087
H 0.7967 2.7702 -0.5994
H -1.4464 1.8957 -1.1308
H 2.3221 1.2776 0.3931
H -2.9167 -1.0308 0.6845
H -2.8188 -1.1888 -0.9426
H -1.4777 -2.0383 -0.0335
H 2.1060 -2.1603 0.6487
H 2.6444 -0.5726 1.2222

# 7
13
Properties=species:S:1:pos:R:3 method="wB97M-V/def2-TZVPD" lumo_ev=-3.528 e_tot_ev=-8329.277 de_lowest_kcal_mol=19.6 homo_ha=-0.579 total_charge=+1 homo_lumo_gap_ev=12.227
O 1.6960 -1.3979 2.0124
H 1.5911 -1.6989 2.9233
H 2.6497 -1.3894 1.8742
O 0.3707 0.3821 -1.0420
H 0.8233 1.0693 -0.5248
H -0.2802 0.9057 -1.5425
O -1.8955 2.1181 -1.6696
H -2.8228 2.3468 -1.7626
H -1.3945 2.6506 -2.2922
O -0.3094 -1.5064 0.3045
H -0.0058 -0.5593 -0.1626
H -0.8567 -1.0627 1.0005
H 0.4341 -1.8579 0.8814

# 8
46
Properties=species:S:1:pos:R:3 method="wB97M-V/def2-TZVPD" lumo_ev=0.123 e_tot_ev=-34368.468 smiles="CCOC(=O)N1CCC(Nc2c(Nc3ccc(F)cc3)c(=O)c2=O)CC1" de_lowest_kcal_mol=41.8 homo_ha=-0.290 total_charge=0 homo_lumo_gap_ev=8.020
C 0.9495 -0.9839 -7.4549
C 1.6539 -1.2217 -6.1273
H 1.5785 -2.2770 -5.8455
H 2.7034 -0.9231 -6.1777
O 1.0980 -0.4223 -5.0846
C -0.0374 -0.8990 -4.5220
O -0.5276 -1.9698 -4.7933
N -0.5709 -0.0273 -3.6324
C 0.0871 1.1724 -3.1723
H 0.9088 1.4089 -3.8460
C 0.5971 0.9763 -1.7419
H 1.0562 1.8984 -1.3839
C -0.5690 0.5807 -0.8327
N -0.1016 0.3743 0.5239
C -0.7490 0.8734 1.5841
C -0.6115 0.7698 2.9722
N 0.2898 0.0643 3.6969
C 0.4448 -0.0569 5.0738
C 1.4964 -0.8522 5.5341
C 1.7108 -1.0219 6.8869
C 0.8637 -0.3892 7.7792
C -0.1842 0.4031 7.3464
C -0.3958 0.5707 5.9914
H -1.2115 1.1883 5.6537
H -0.8269 0.8827 8.0668
F 1.0688 -0.5520 9.1032
H 2.5200 -1.6336 7.2523
H 2.1513 -1.3412 4.8264
H 0.9727 -0.4541 3.1579
C -1.7533 1.6751 3.2085
O -2.3322 2.1088 4.1743
C -1.8857 1.8002 1.7038
O -2.5856 2.3882 0.9136
H 0.6097 -0.3323 0.6539
C -1.2492 -0.6798 -1.3801
H -2.1132 -0.9342 -0.7653
C -1.6961 -0.4374 -2.8226
H -2.1075 -1.3486 -3.2587
H -2.4539 0.3520 -2.8481
H -0.5471 -1.5171 -1.3581
H -1.2976 1.3957 -0.7966
H 1.3526 0.1865 -1.7354
H -0.6390 1.9925 -3.1913
H -0.0878 -1.3007 -7.3819
H 0.9808 0.0715 -7.7154
H 1.4398 -1.5586 -8.2354

# 9
6
Properties=species:S:1:pos:R:3 method="wB97M-V/def2-TZVPD" lumo_ev="3.759 / 3.759" e_tot_ev=-41464.553 de_lowest_kcal_mol=1.0 homo_ha="-0.131 / -0.131" total_charge=-1 homo_lumo_gap_ev="7.317 / 7.316"
N 0.5257 -0.3949 1.0925
O -1.2176 -1.2610 -1.4430
O -1.2285 1.1693 -1.2016
S -0.4209 -0.0419 -1.2135
Cl 0.1346 0.9890 2.0212
Cl 2.2066 -0.4605 0.7444

# 10
15
Properties=species:S:1:pos:R:3 method="wB97M-V/def2-TZVPD" lumo_ev=-3.388 e_tot_ev=-9752.059 smiles="N/C=[NH+]/CC(N)=O" de_lowest_kcal_mol=9.3 homo_ha=-0.525 total_charge=+1 homo_lumo_gap_ev=10.885
C 1.5165 -0.1240 0.2520
C -1.3769 -0.2736 0.1763
C -0.4820 0.9237 -0.4232
N 2.5522 -0.9517 0.3693
N -2.6032 0.1275 0.2552
N 0.8006 0.3232 -0.7623
O -0.9058 -1.3487 0.3786
H 1.2572 0.3753 1.1244
H -0.3922 1.5939 0.4253
H -0.8732 1.5884 -1.2971
H 2.9499 -0.9688 1.2320
H 2.9471 -1.6350 -0.3148
H -2.8178 0.8767 -0.2810
H -3.4210 -0.4257 0.5967
H 0.8486 -0.0814 -1.7314

# 11
122
Properties=species:S:1:pos:R:3 method="wB97M-V/def2-TZVPD" lumo_ev=0.643 e_tot_ev=-196713.835 de_lowest_kcal_mol=38.7 homo_ha=-0.104 total_charge=-1 homo_lumo_gap_ev=3.461
K -0.2834 -2.3104 1.7954
C 2.8221 -2.0118 0.3663
Si 1.8567 -0.3374 0.2048
C 1.5069 0.0489 -1.6736
C 2.2081 1.0856 -2.3119
C 1.8807 1.5723 -3.5606
C 0.8101 1.0356 -4.2552
C 0.0929 0.0122 -3.6632
C 0.4170 -0.4866 -2.4033
P -0.6421 -1.7668 -1.6141
C -0.4140 -3.4202 -2.4690
C -0.3318 -3.5948 -3.9924
C 1.0118 -3.1746 -4.5802
C 2.1516 -3.9314 -3.9156
C 2.0971 -3.7292 -2.4081
C 0.7563 -4.1812 -1.8449
C -2.4111 -1.3219 -2.0614
C -2.7384 0.0159 -1.3942
C -4.2273 0.3319 -1.4787
C -4.7417 0.3383 -2.9307
C -3.6477 -0.0490 -3.9144
C -2.9679 -1.3525 -3.5104
C 3.3734 0.8387 0.5248
C 4.6181 0.6224 -0.0636
C 5.7285 1.3953 0.2335
C 5.6038 2.4297 1.1524
C 4.3721 2.6670 1.7423
C 3.2693 1.8763 1.4354
P 1.5973 2.0755 2.1634
C 1.8002 3.5075 3.3361
C 1.9938 4.9239 2.8043
C 2.2936 5.8974 3.9405
C 1.1833 5.8798 4.9836
C 0.9508 4.4672 5.5071
C 0.6668 3.4936 4.3682
C 0.7401 2.7007 0.6526
C 1.4024 3.7472 -0.2319
C 0.7312 3.7490 -1.6135
C -0.7460 3.3417 -1.5315
C -1.3612 3.8168 -0.2205
C -0.6972 3.1169 0.9762
H 3.5177 -2.1870 -0.4520
H 2.1792 -2.8841 0.4559
H 3.4023 -1.9447 1.2863
H 3.0418 1.5393 -1.7986
H 2.4638 2.3759 -3.9939
H 0.5406 1.3976 -5.2377
H -0.7343 -0.4092 -4.2109
H -1.3402 -3.9142 -2.1280
H -1.1532 -3.1122 -4.5133
H -0.4519 -4.6701 -4.1815
H 1.1682 -2.1047 -4.4253
H 1.0083 -3.3455 -5.6607
H 3.1133 -3.5979 -4.3128
H 2.0638 -4.9999 -4.1434
H 2.2458 -2.6699 -2.1857
H 2.9051 -4.2675 -1.9096
H 0.7454 -4.0898 -0.7578
H 0.6263 -5.2464 -2.0682
H -2.9632 -2.0865 -1.4928
H -2.1491 0.8128 -1.8563
H -2.4330 -0.0236 -0.3460
H -4.4287 1.2887 -0.9944
H -4.7725 -0.4229 -0.9034
H -5.1450 1.3180 -3.1913
H -5.5673 -0.3694 -3.0301
H -2.8994 0.7455 -3.9708
H -4.0671 -0.1484 -4.9194
H -2.1936 -1.5783 -4.2377
H -3.6952 -2.1675 -3.5914
H 4.7212 -0.1826 -0.7804
H 6.6792 1.1962 -0.2450
H 6.4534 3.0493 1.4067
H 4.2914 3.4750 2.4524
H 2.7093 3.2283 3.8907
H 1.0709 5.2429 2.3047
H 2.7836 4.9598 2.0476
H 2.4369 6.9069 3.5500
H 3.2354 5.6059 4.4168
H 0.2601 6.2440 4.5216
H 1.4161 6.5623 5.8048
H 0.1332 4.4564 6.2290
H 1.8464 4.1331 6.0390
H -0.2717 3.7789 3.8831
H 0.5216 2.4791 4.7468
H 0.6966 1.7716 0.0674
H 2.4720 3.5544 -0.3332
H 1.3024 4.7339 0.2319
H 1.2590 3.0559 -2.2804
H 0.8149 4.7440 -2.0570
H -0.8310 2.2536 -1.5935
H -1.2947 3.7420 -2.3868
H -2.4395 3.6447 -0.2060
H -1.2219 4.8984 -0.1416
H -1.2662 2.2340 1.2713
H -0.7132 3.7890 1.8396
I -1.6234 -0.9995 5.3269
C 0.2079 -1.8297 6.0183
I 1.9199 -1.1246 4.9988
H 0.1472 -2.8952 5.8457
H 0.2982 -1.5720 7.0688
O -0.2822 -5.9477 3.1508
Cl 0.5798 -4.8148 3.0173
O 1.8569 -5.0630 3.5906
O 0.7178 -4.4797 1.6050
O -0.0391 -3.6630 3.6662
O -1.1062 0.0295 1.9156
H -1.0708 0.5387 1.1011
H -1.8887 -0.5350 1.8528
Se -4.4381 -1.2345 2.0604
N -3.0489 -2.2410 1.5672
C -3.5367 -3.3205 0.9789
C -2.7456 -4.4041 0.4608
C -3.3784 -5.4276 -0.1515
C -4.8087 -5.4625 -0.2950
C -5.5926 -4.4801 0.1932
C -4.9716 -3.3710 0.8572
N -5.6271 -2.3495 1.3776
H -1.6685 -4.4111 0.5757
H -2.7966 -6.2526 -0.5373
H -5.2570 -6.3056 -0.8003
H -6.6672 -4.4983 0.1025

# 12
21
Properties=species:S:1:pos:R:3 method="wB97M-V/def2-TZVPD" lumo_ev="0.636 / -2.494" spin_multiplicity=3 e_tot_ev=-24290.122 de_lowest_kcal_mol=26.3 homo_ha="-0.312 / -0.341" total_charge=0 homo_lumo_gap_ev="9.130 / 6.793"
C 0.7385 0.7994 0.1449
C -1.3561 -0.3568 1.0595
C 1.6982 -0.0020 1.0233
C -0.3218 -1.2929 -0.9455
C -0.5811 0.0904 -0.1960
C -1.4327 1.0030 -1.0738
N -1.4719 -1.7912 0.9499
N -1.0042 -2.2937 -0.0263
O 0.9114 -1.6075 -1.1714
O 3.6181 1.1449 -0.4110
S 3.3823 -0.1185 0.2840
H 0.5036 1.7506 0.6267
H 1.2431 1.0316 -0.7965
H -0.8673 -0.1309 2.0086
H -2.3704 0.0469 1.1012
H 1.8246 0.4467 2.0103
H 1.3941 -1.0404 1.1387
H -0.9754 -1.3758 -1.8441
H -1.6632 1.9310 -0.5516
H -2.3693 0.5156 -1.3409
H -0.9005 1.2496 -1.9899

# 13
6
Properties=species:S:1:pos:R:3 method="wB97M-V/def2-TZVPD" lumo_ev=0.321 e_tot_ev=-18946.863 smiles="N#[N+][S-].O=C=O" de_lowest_kcal_mol=8.2 homo_ha=-0.378 total_charge=0 homo_lumo_gap_ev=10.615
C 1.0122 -0.1097 -1.5278
N 0.0060 0.3067 0.9633
N -0.9338 0.1218 1.5375
O 0.6080 0.9073 -1.8750
O 1.4579 -1.1458 -1.4469
S -2.1502 -0.0804 2.3489